[1]
Here is a molecular structure, C8H6F5LiN4S2 from the OMol25 dataset. Energies are from the ωB97M-V functional and the def2-TZVPD basis.

Results
calculated total energy	-1830.80055	hartree
HOMO	-0.29278	Eh
max |F|	0.0113	hartree/bohr
LUMO energy	0.24	eV
frontier orbital gap	0.302	Ha

Geometry (Å):
S -2.559 3.143 0.041
S -2.543 -3.278 0.049
F 4.825 0.637 -0.151
F 3.171 1.503 0.959
F 3.118 -1.302 -1.172
F 3.107 1.429 -1.220
F 3.227 -1.267 1.034
N -0.777 1.299 0.030
N 0.166 -3.557 0.056
N -0.776 -1.423 0.033
N 0.139 3.452 0.042
C -3.078 1.493 0.042
C -3.073 -1.631 0.047
C 2.687 -0.564 -0.052
C 3.487 0.724 -0.117
C -0.883 -2.716 0.045
C -0.897 2.592 0.039
C -2.008 0.664 0.030
C -2.007 -0.797 0.032
Li 0.720 -0.069 -0.059
H -4.125 1.242 0.042
H -4.123 -1.392 0.045
H -0.010 4.441 0.081
H 0.043 -4.550 0.043
H 1.094 -3.161 0.022
H 1.078 3.089 0.060



[2]
Here is 2 unconnected molecules or ions with the total composition C8H6I2O in a non-equilibrium geometry from the OMol25 dataset. Energies are from the ωB97M-V functional and the def2-TZVPD basis.

Results
calculated total energy	-978.89790	hartree
HOMO (alpha / beta)	-0.29319 / -0.24769	Eh
relative energy (zero: lowest compared OMol25 entry of this formula, charge and spin)	314.33	kJ/mol
max |F|	0.0751	hartree/bohr
LUMO energy (alpha / beta)	-0.74 / -1.37	eV
frontier orbital gap (alpha / beta)	0.266 / 0.197	Ha

Geometry (Å):
I -2.416 -3.616 0.037
I -2.427 -0.162 -0.260
O -0.361 3.637 1.848
C 1.073 -0.817 -0.600
C -0.030 2.684 1.305
C 0.441 1.523 0.820
C 0.989 0.392 -1.310
C 0.866 -0.867 0.864
C 0.440 0.247 1.503
C -1.321 -1.899 -0.807
C 0.693 1.509 -0.649
H 0.403 2.494 -1.181
H 0.017 0.179 2.542
H 0.920 0.433 -2.422
H -1.321 -2.061 -1.917
H 0.840 -1.845 1.371
H 1.194 -1.831 -1.142



Please write out number 2 again, unchanged.
Here is 2 unconnected molecules or ions with the total composition C8H6I2O in a non-equilibrium geometry from the OMol25 dataset. Energies are from the ωB97M-V functional and the def2-TZVPD basis.

Results
calculated total energy	-978.89790	hartree
HOMO (alpha / beta)	-0.29319 / -0.24769	Eh
relative energy (zero: lowest compared OMol25 entry of this formula, charge and spin)	314.33	kJ/mol
max |F|	0.0751	hartree/bohr
LUMO energy (alpha / beta)	-0.74 / -1.37	eV
frontier orbital gap (alpha / beta)	0.266 / 0.197	Ha

Geometry (Å):
I -2.416 -3.616 0.037
I -2.427 -0.162 -0.260
O -0.361 3.637 1.848
C 1.073 -0.817 -0.600
C -0.030 2.684 1.305
C 0.441 1.523 0.820
C 0.989 0.392 -1.310
C 0.866 -0.867 0.864
C 0.440 0.247 1.503
C -1.321 -1.899 -0.807
C 0.693 1.509 -0.649
H 0.403 2.494 -1.181
H 0.017 0.179 2.542
H 0.920 0.433 -2.422
H -1.321 -2.061 -1.917
H 0.840 -1.845 1.371
H 1.194 -1.831 -1.142